Entry 1:
Formula: C56H56GeN11OPbS
Source: the OMol25 dataset
Level of theory: ωB97M-V/def2-TZVPD

Summary:
Relative energy (zero: lowest compared OMol25 entry of this formula, charge and spin) ... 49.7 kcal per mole
LUMO level ... 0.075 Ha
Frontier orbital gap ... 5.37 eV
Total charge ... -1

```
127
Properties=species:S:1:pos:R:3:mulliken_charge:R:1
Pb -0.362 0.274 -0.197 1.38
C 1.524 2.833 1.963 -0.83
N 0.201 2.247 2.055 1.25
C 0.054 1.499 3.302 -0.70
C -0.879 3.107 1.731 -0.30
C -0.714 4.481 1.595 -0.32
C -1.772 5.310 1.232 -0.88
C -3.018 4.754 0.994 -1.18
C -3.196 3.381 1.103 0.00
C -2.152 2.522 1.479 0.24
N -2.239 1.151 1.467 1.66
C -3.310 0.482 1.964 -0.31
C -4.308 1.076 2.787 -1.17
C -5.362 0.358 3.317 -0.82
C -5.476 -1.009 3.098 -1.09
C -4.488 -1.630 2.346 -0.34
C -3.443 -0.924 1.769 -0.80
N -2.437 -1.610 1.004 1.73
C -2.886 -2.563 0.044 -1.43
C -1.233 -2.005 1.765 -2.04
H 1.728 3.537 2.785 0.40
H 2.261 2.033 2.002 -0.44
H 1.646 3.337 1.008 0.29
H 0.287 2.132 4.172 0.41
H -0.960 1.125 3.401 -0.09
H 0.734 0.645 3.301 0.04
H 0.254 4.928 1.782 0.42
H -1.613 6.378 1.140 0.40
H -3.850 5.387 0.706 0.41
H -4.159 2.948 0.861 0.44
H -4.222 2.130 3.014 0.49
H -6.098 0.870 3.927 0.40
H -6.296 -1.579 3.514 0.39
H -4.533 -2.704 2.203 0.41
H -3.819 -3.057 0.329 0.24
H -2.548 -1.182 -1.509 -0.25
H -2.121 -3.318 -0.128 0.59
H -1.357 -3.061 2.069 0.71
H 0.124 -2.445 0.152 -1.07
H -1.238 -1.407 2.677 0.39
N -4.794 -0.280 -1.056 -0.01
C -4.574 -1.550 -1.478 0.43
N -5.494 -2.311 -1.922 -0.83
C -5.123 -3.486 -2.549 0.07
N -6.195 -4.287 -2.987 -0.59
N -3.914 -3.788 -2.844 -0.69
C -2.901 -2.976 -2.436 -0.35
N -3.174 -1.991 -1.350 1.61
C -1.568 -3.097 -2.855 1.01
C -1.204 -4.069 -3.838 -1.58
C 0.110 -4.223 -4.176 -0.17
C 1.084 -3.413 -3.567 -1.22
C 0.652 -2.479 -2.651 -0.20
N -0.622 -2.312 -2.283 0.35
H -5.762 -0.028 -0.950 0.32
H -4.154 0.120 -0.383 -0.13
H -6.962 -4.301 -2.333 0.24
H -5.878 -5.210 -3.237 0.27
H -1.995 -4.656 -4.280 0.45
H 0.401 -4.958 -4.918 0.41
H 2.136 -3.505 -3.803 0.45
H 1.370 -1.817 -2.173 0.47
C 6.874 7.257 -5.566 -1.07
C 5.996 6.394 -4.694 0.75
O 6.160 6.246 -3.514 -0.53
S 4.690 5.599 -5.622 -0.26
C 3.974 4.546 -4.384 0.02
C 3.068 5.059 -3.465 -0.57
C 2.523 4.228 -2.503 -0.32
C 2.867 2.870 -2.445 0.27
C 3.785 2.374 -3.380 -0.62
C 4.333 3.204 -4.342 -0.36
C 2.261 2.012 -1.478 0.29
C 1.689 1.292 -0.671 -1.28
H 7.261 8.093 -4.985 0.30
H 6.337 7.619 -6.441 0.35
H 7.717 6.650 -5.902 0.27
H 2.797 6.107 -3.511 0.39
H 1.817 4.617 -1.780 0.58
H 4.058 1.328 -3.340 0.51
H 5.037 2.820 -5.069 0.42
C -3.555 3.619 -4.672 -1.02
N -2.884 3.379 -3.411 0.07
C -2.376 4.516 -2.655 -0.48
C -2.559 2.152 -3.039 0.35
N -2.286 1.086 -2.682 -0.44
H -4.409 4.283 -4.516 0.32
H -3.916 2.678 -5.078 0.34
H -2.881 4.083 -5.398 0.32
H -3.192 5.211 -2.443 0.31
H -1.596 5.042 -3.212 0.33
H -1.965 4.171 -1.709 -0.17
C 0.071 -1.753 1.005 1.15
Ge 1.576 -2.347 2.081 1.99
C 1.423 -1.948 4.015 -0.10
C 0.386 -2.550 4.733 0.11
C 0.266 -2.382 6.104 -0.83
C 1.188 -1.601 6.790 -0.58
C 2.222 -0.993 6.095 -0.63
C 2.337 -1.167 4.721 -0.20
C 1.629 -4.338 2.029 0.07
C 1.283 -5.009 0.854 -0.62
C 1.333 -6.394 0.772 -0.84
C 1.735 -7.138 1.873 -0.43
C 2.088 -6.490 3.049 -0.73
C 2.034 -5.104 3.123 -0.50
C 3.377 -1.811 1.484 -0.32
C 3.823 -0.495 1.601 1.26
C 5.113 -0.137 1.232 -0.89
C 5.978 -1.096 0.723 -0.63
C 5.544 -2.407 0.583 -0.75
C 4.257 -2.761 0.966 -0.38
H -0.335 -3.170 4.211 0.37
H -0.543 -2.862 6.641 0.39
H 1.099 -1.471 7.862 0.36
H 2.945 -0.385 6.625 0.39
H 3.158 -0.695 4.193 0.30
H 0.969 -4.441 -0.018 0.47
H 1.053 -6.898 -0.145 0.44
H 1.775 -8.220 1.812 0.35
H 2.404 -7.068 3.911 0.38
H 2.309 -4.609 4.047 0.39
H 3.144 0.267 1.967 -0.57
H 5.440 0.890 1.341 0.43
H 6.982 -0.818 0.428 0.37
H 6.212 -3.158 0.178 0.40
H 3.936 -3.791 0.864 0.33
```

Entry 2:
Formula: C5H10O
Source: the OMol25 dataset
Level of theory: ωB97M-V/def2-TZVPD

Summary:
Relative energy (zero: lowest compared OMol25 entry of this formula, charge and spin) ... 64.3 kcal per mole
LUMO level ... 0.041 Ha
Frontier orbital gap ... 10.71 eV
SMILES ... CO[C@H]1C[C@H]1C

```
16
Properties=species:S:1:pos:R:3:mulliken_charge:R:1
C 1.164 0.218 1.851 -0.60
O -0.112 0.644 1.304 -0.37
C -0.815 -0.331 0.486 -0.32
C -1.769 -0.154 -0.877 -0.71
C -0.362 -0.609 -0.914 0.37
C 0.588 0.484 -1.292 -1.42
H 1.570 1.019 2.492 0.24
H 1.935 0.026 1.089 0.22
H 1.100 -0.678 2.489 0.30
H -1.017 -1.184 1.124 0.41
H -1.980 0.789 -1.400 0.26
H -2.538 -0.890 -1.190 0.25
H -0.193 -1.649 -1.188 0.35
H 1.593 0.162 -1.028 0.24
H 0.310 1.307 -0.628 0.42
H 0.528 0.844 -2.318 0.38
```

Entry 3:
Formula: C6H10Se
Source: the OMol25 dataset
Level of theory: ωB97M-V/def2-TZVPD

Summary:
Relative energy (zero: lowest compared OMol25 entry of this formula, charge and spin) ... 3.5 kcal per mole
LUMO level ... 0.033 Ha
Frontier orbital gap ... 9.15 eV
SMILES ... C[C@H]1CC=CC[Se]1

```
17
Properties=species:S:1:pos:R:3:mulliken_charge:R:1
C -0.059 -2.161 0.908 -1.35
C -0.224 -0.767 0.367 -0.14
C 1.122 -0.068 0.455 -0.50
C 1.016 1.377 -0.208 -0.25
C 0.000 1.918 -0.807 -0.23
C -1.283 1.246 -1.138 -0.82
Se -0.969 -0.700 -1.381 0.09
H 0.397 -2.874 0.101 0.31
H -1.083 -2.606 0.998 0.39
H 0.624 -2.091 1.811 0.31
H -1.013 -0.363 0.898 0.35
H 1.750 -0.815 0.032 0.31
H 1.553 0.069 1.506 0.30
H 1.892 2.031 -0.070 0.29
H 0.085 2.956 -1.126 0.31
H -1.925 1.121 -0.327 0.31
H -1.883 1.730 -2.021 0.33
```